{"formula": "CH4Cl2N2OS2", "method": "wB97M-V/def2-TZVPD", "species": ["C", "N", "N", "O", "S", "S", "Cl", "Cl", "H", "H", "H", "H"], "xyz": [[1.697578, 0.846694, -0.818642], [1.613664, -0.375061, -0.710905], [-1.551413, -0.424316, -0.450061], [-0.578992, -1.821279, 1.365595], [-2.130976, 0.376018, 2.107015], [-0.522632, -0.441082, 0.981895], [-1.260652, 1.010373, -1.297293], [-1.393706, -1.899953, -1.249857], [1.220573, 1.486641, -0.184815], [-1.495025, 0.602109, 3.279170], [2.385934, 1.443641, -1.580375], [2.015647, -0.803787, -1.441727]], "forces_ev_per_a": [[3.281, 2.226, -2.849], [-2.296, -0.083, 2.685], [-0.515, 0.150, 0.806], [0.871, -1.182, 0.321], [-0.598, 0.609, 0.096], [-0.334, 0.406, 1.120], [-0.267, 0.352, -0.844], [0.033, -0.152, -0.974], [-1.298, 1.593, 2.067], [0.258, -0.110, -0.402], [-1.393, -1.419, 1.045], [2.258, -2.390, -3.071]], "mulliken_charge": [-0.37, -0.34, -0.09, -0.50, -0.23, 0.60, -0.01, 0.00, 0.40, 0.16, 0.20, 0.20], "lumo_ev": -0.0609, "gap_ev": 9.14, "total_charge": 0, "de_lowest_kj_mol": 275.2, "total_energy_ev": -52840.1428}

{"formula": "C4H6Cl4O4Y", "method": "wB97M-V/def2-TZVPD", "species": ["Y", "C", "C", "O", "O", "H", "H", "H", "C", "C", "O", "O", "H", "H", "H", "Cl", "Cl", "Cl", "Cl"], "xyz": [[-0.148691, -0.130872, 0.319359], [-1.392182, -4.259650, 0.885487], [-0.813655, -2.862176, 0.745187], [-1.341470, -1.911305, 1.405476], [0.167745, -2.640833, -0.014265], [-1.063344, -4.888610, 0.060927], [-2.483832, -4.179434, 0.818320], [-1.145136, -4.661638, 1.866166], [1.368904, 3.824385, -1.552144], [0.953896, 3.306732, -0.162913], [0.482454, 2.139401, -0.189071], [1.139096, 4.068771, 0.796984], [2.155155, 4.577789, -1.456592], [0.510665, 4.262821, -2.072944], [1.722129, 2.998758, -2.175198], [-1.738527, -0.223663, -1.901500], [2.178303, -0.518870, -1.452166], [1.612735, -0.203186, 2.338413], [-2.164246, 1.301582, 1.740482]], "forces_ev_per_a": [[0.572, 1.000, -0.358], [-0.562, 0.276, -0.318], [0.717, 1.435, -0.145], [-0.206, -0.780, -0.159], [-0.690, -0.523, 0.307], [0.280, -0.135, 0.177], [0.129, 0.030, 0.147], [0.131, -0.150, -0.014], [0.177, -0.035, -0.411], [0.219, -0.072, -0.307], [-0.342, -0.643, 0.505], [-0.105, -0.006, 0.124], [-0.077, 0.067, 0.006], [-0.035, 0.040, 0.149], [-0.019, -0.029, 0.125], [-0.033, -0.135, 0.137], [-0.210, 0.084, 0.098], [-0.097, -0.139, 0.079], [0.149, -0.284, -0.141]], "mulliken_charge": [1.15, -1.07, 1.21, -0.64, -0.60, 0.28, 0.27, 0.25, -0.85, 0.52, -0.44, -0.73, 0.28, 0.21, 0.24, -0.76, -0.81, -0.73, -0.79], "lumo_ev": 7.4072, "gap_ev": 6.71, "total_charge": -3, "de_lowest_kj_mol": 25.3, "total_energy_ev": -63576.2614}

{"formula": "C39H51BClLaN8O7S3", "method": "wB97M-V/def2-TZVPD", "species": ["La", "C", "C", "C", "C", "N", "N", "B", "N", "N", "C", "C", "C", "C", "C", "S", "C", "C", "C", "C", "N", "N", "C", "C", "C", "C", "C", "S", "C", "C", "C", "C", "C", "S", "C", "C", "C", "C", "H", "H", "H", "H", "H", "H", "H", "H", "H", "H", "H", "H", "H", "H", "H", "H", "H", "H", "H", "H", "H", "H", "H", "H", "H", "H", "H", "H", "H", "H", "H", "H", "H", "H", "H", "H", "H", "H", "H", "O", "C", "C", "C", "C", "N", "C", "C", "C", "C", "C", "C", "O", "C", "C", "N", "H", "H", "H", "H", "H", "H", "H", "H", "H", "H", "H", "H", "O", "Cl", "O", "O", "O", "O"], "xyz": [[-1.632500, -0.631408, -2.151826], [-1.095570, -3.458202, 3.004797], [-0.147953, -2.280958, 2.907912], [0.816162, -2.080104, 3.870732], [1.660215, -0.934001, 3.859183], [1.650905, -0.111425, 2.804470], [0.769812, -0.368614, 1.757491], [0.682012, 0.769838, 0.806385], [1.807173, 1.240291, -0.024445], [2.037779, 2.639344, 0.084532], [3.272275, 2.958810, -0.308631], [4.148561, 2.148290, -1.099970], [3.889420, 0.797617, -1.294833], [4.930434, -0.188849, -1.632381], [2.626158, 0.391927, -0.793673], [1.999622, -1.231771, -1.377605], [3.572431, 4.409020, -0.264428], [3.441169, 5.041178, -1.822240], [2.679408, 5.176103, 0.753106], [4.956176, 4.667140, 0.400955], [-0.446623, 1.750198, 1.071756], [-0.839564, 1.900440, 2.401338], [-1.745187, 2.800277, 2.617577], [-2.657997, 3.277003, 1.674247], [-2.388642, 2.987502, 0.362810], [-3.604133, 2.836754, -0.567471], [-1.164048, 2.308459, 0.092978], [-0.825923, 2.228952, -1.653138], [-1.935725, 3.152398, 4.066051], [-3.281453, 2.787829, 4.650178], [-0.881123, 2.481212, 4.894143], [-1.918512, 4.702282, 4.173952], [-0.310784, -1.273794, 1.854072], [-1.626219, -1.271132, 0.820305], [2.849557, -0.805208, 4.831658], [2.216429, -0.930903, 6.259793], [3.745124, 0.487661, 4.606259], [3.750176, -2.034667, 4.540524], [-2.146488, -3.118325, 2.967706], [-0.875199, -3.847967, 4.018587], [-1.037888, -4.235740, 2.195506], [0.947191, -2.914163, 4.569992], [4.975954, 2.625315, -1.639333], [4.545525, -1.040063, -2.125000], [5.415960, -0.692017, -0.793899], [5.713779, 0.330440, -2.209156], [2.475394, 4.960508, -2.325837], [4.275085, 4.689641, -2.446757], [3.597609, 6.126346, -1.708760], [1.721847, 4.775123, 0.549246], [2.630058, 6.231290, 0.392800], [3.005038, 4.987767, 1.808272], [5.721226, 4.629158, -0.355495], [5.164843, 3.844521, 1.085013], [5.019191, 5.680559, 0.850729], [-3.656080, 3.704015, 1.764837], [-4.378247, 3.519927, -0.121420], [-3.949289, 1.782054, -0.593498], [-3.221388, 3.230668, -1.568921], [-3.314000, 1.699778, 5.020857], [-4.095012, 2.876191, 3.856998], [-3.605629, 3.368433, 5.525087], [-0.975697, 1.419035, 4.837053], [-1.001986, 2.857102, 5.961733], [0.131327, 2.622317, 4.459345], [-2.824036, 5.146753, 3.754520], [-1.048993, 5.138896, 3.576291], [-1.786981, 5.000037, 5.226043], [1.624910, -0.034352, 6.467244], [2.995407, -0.950916, 6.983024], [1.434870, -1.732360, 6.279053], [3.123845, 1.310831, 4.883853], [4.130185, 0.653272, 3.558690], [4.500488, 0.458479, 5.361280], [3.206637, -2.872309, 4.963443], [4.636273, -1.774127, 5.131853], [4.042398, -2.129686, 3.514472], [0.046899, -4.480248, -8.163492], [-0.132395, -3.112879, -8.193828], [-0.121576, -2.633779, -6.763197], [0.580283, -1.509309, -6.254327], [0.384878, -1.208148, -4.947550], [-0.521521, -1.884530, -4.172065], [-1.115881, -2.989977, -4.642793], [-0.953757, -3.366102, -5.998400], [-2.025250, -3.642732, -3.743452], [-2.998917, -4.578132, -4.195870], [-3.854024, -5.155847, -3.221077], [-4.796598, -6.290742, -3.637640], [-5.226624, -6.977351, -2.370677], [-3.736052, -4.706839, -1.916405], [-2.711301, -3.815577, -1.571033], [-1.934379, -3.219846, -2.451519], [-0.054660, -4.907353, -8.987782], [-1.073324, -2.787840, -8.675466], [0.712055, -2.674304, -8.798267], [1.369812, -0.967904, -6.783550], [0.957352, -0.534489, -4.333461], [-1.613207, -4.171656, -6.504386], [-3.043620, -4.807258, -5.235342], [-4.141451, -6.982082, -4.195972], [-5.627985, -5.963874, -4.293726], [-6.140068, -7.324574, -2.486323], [-4.377804, -5.153314, -1.163583], [-2.539169, -3.646786, -0.525969], [-5.632038, 0.296139, -3.061429], [-4.782543, -0.835115, -2.830252], [-5.569308, -2.056353, -2.928860], [-3.776072, -0.905934, -3.926275], [-4.145130, -0.768224, -1.511770], [0.476209, -0.902963, -1.366277]], "forces_ev_per_a": [[1.143, 1.031, 0.898], [-0.071, 0.034, 0.305], [-0.147, 0.805, -0.331], [-0.743, -0.624, -0.896], [0.943, 1.018, -2.265], [-0.472, -1.594, 0.199], [-1.649, -0.916, 1.831], [-0.397, 2.691, -0.661], [-0.830, -1.052, 0.129], [2.399, -1.532, -0.218], [-1.935, -0.096, -1.909], [0.493, 0.390, 0.421], [-2.143, 0.203, 2.607], [0.987, 0.535, -0.675], [0.862, -0.626, -0.666], [1.376, 1.108, 1.008], [0.380, 2.474, -0.015], [0.956, 0.370, 2.381], [-0.136, 0.015, -1.490], [0.265, 0.072, -1.462], [2.020, -1.984, 0.500], [1.030, 0.372, -0.951], [-1.414, -0.593, 1.408], [-0.333, 0.625, -1.210], [0.254, -2.696, 0.192], [1.358, 2.246, -0.572], [-2.542, 1.571, -2.858], [0.456, -0.998, 0.170], [-0.386, 1.048, 0.641], [-2.203, -2.307, -0.455], [1.171, 1.127, 1.184], [1.914, 0.443, -0.757], [2.552, 0.295, 0.558], [-0.677, -0.178, 0.087], [-0.543, 0.153, -1.001], [-0.758, 0.827, -1.542], [-1.687, -0.977, -0.457], [-0.326, 1.267, 1.717], [0.488, 0.027, 0.151], [-0.473, -0.478, -0.744], [0.430, 0.774, 0.767], [0.053, 0.636, 0.032], [-0.074, -0.210, 0.668], [-0.546, -0.789, -1.314], [-0.077, 0.705, 0.568], [-0.166, -0.553, -0.020], [0.043, -0.642, 0.366], [-0.439, -0.177, 0.144], [0.076, -0.229, 0.040], [-1.439, -0.126, 0.591], [0.399, -0.519, 0.957], [-0.420, 0.459, -1.011], [0.700, -0.085, -0.316], [-0.017, 0.351, 0.383], [-0.132, -0.816, -0.057], [0.478, 0.132, 1.231], [0.363, -0.806, -0.813], [0.238, 0.704, -0.116], [-1.298, -0.799, 1.037], [0.091, 1.347, -0.725], [0.864, -0.037, 1.085], [0.410, 0.176, -0.322], [-0.436, -0.804, 0.268], [0.530, -0.616, -1.166], [-0.447, 0.471, 0.662], [0.015, -0.129, 0.156], [-0.968, -0.496, 0.803], [-0.181, -0.046, -0.337], [0.143, 0.186, -0.075], [0.441, -0.638, 0.889], [1.246, 0.245, 0.348], [-0.401, 0.936, -0.145], [-0.407, -0.519, 1.235], [0.922, -0.116, 0.209], [0.505, -0.646, -0.269], [0.097, -0.815, -0.048], [-0.111, -0.172, -0.589], [0.017, -0.983, 1.635], [1.520, 1.770, -1.419], [0.458, 0.976, -1.396], [0.607, -0.856, -0.645], [-1.186, -1.025, 1.706], [0.613, -0.304, -0.719], [0.494, 1.429, -1.781], [-2.052, -1.213, 1.274], [-2.257, -0.906, 0.674], [0.937, 0.891, 2.309], [0.043, 0.454, -1.089], [0.395, -0.530, 1.745], [-0.623, 0.656, -2.089], [0.365, -0.627, -0.044], [-1.319, -0.875, -0.095], [0.147, -1.087, -0.728], [-0.210, -0.334, -1.493], [0.173, -0.208, 0.183], [-0.751, 0.087, 0.616], [-0.518, -0.315, -0.196], [0.224, 0.722, -0.401], [1.573, 1.310, 1.206], [-0.125, -0.373, -0.418], [-0.531, 0.023, 0.088], [0.320, -0.097, 0.635], [1.007, 0.423, -0.032], [0.222, 0.176, -0.009], [0.049, 0.622, 0.357], [0.984, -0.267, 0.624], [-3.569, -1.414, -2.444], [1.055, 0.996, 0.617], [0.899, 0.460, 1.689], [0.778, 0.186, -0.278], [-1.399, -0.198, -0.454]], "mulliken_charge": [1.94, -1.41, 0.02, -0.43, -0.05, -0.38, 1.00, -2.72, 1.41, -0.23, -0.22, -0.75, 0.73, -1.76, 0.44, -0.49, 1.83, -1.43, -1.62, -1.75, 0.86, -0.71, -0.18, -0.64, -0.24, -1.53, 1.10, -0.49, 2.82, -1.52, -2.25, -1.72, 0.80, -0.69, 1.65, -1.44, -1.64, -1.57, 0.33, 0.43, 0.18, 0.37, 0.21, 0.50, 0.27, 0.35, 0.28, 0.33, 0.48, 0.42, 0.40, 0.33, 0.42, 0.36, 0.40, 0.20, 0.46, 0.15, 0.35, 0.28, 0.27, 0.41, 0.39, 0.40, 0.27, 0.37, 0.25, 0.46, 0.30, 0.46, 0.29, 0.37, 0.24, 0.52, 0.41, 0.48, 0.29, -0.51, -0.73, 0.83, -1.02, -0.37, 0.16, 0.38, -0.21, 0.31, -1.03, 0.32, -0.47, -0.55, -0.85, 0.06, -0.11, 0.31, 0.28, 0.35, 0.39, 0.44, 0.19, 0.48, 0.25, 0.33, 0.32, 0.50, 0.31, -0.66, 1.79, -0.68, -0.73, -0.66, 0.11], "lumo_ev": [-0.9990, -0.9993], "gap_ev": [4.31, 3.66], "total_charge": 0, "total_energy_ev": -114078.9079}